The following is a DFT calculation (the ωB97M-V functional and the def2-TZVPD basis) of a 2-piece molecular cluster, C8H14NS overall in a non-equilibrium geometry.

Structure (XYZ):
```
24
Properties=species:S:1:pos:R:3:forces:R:3:lowdin_charge:R:1
H 2.8994 0.4902 -1.1590 -2.30 0.42 -0.20 0.144
H 0.4855 -2.2323 1.9431 -1.00 0.25 0.43 0.095
H -2.8568 0.3019 -3.8345 0.35 -0.65 0.23 0.078
C -1.4137 1.6007 -2.9206 -0.90 -1.37 -4.24 -0.236
H 1.5995 0.2605 -2.3472 0.03 -0.33 -1.33 0.070
C -1.1999 2.1630 -1.7286 -1.12 0.07 4.26 -0.216
H 0.4210 1.2295 1.1361 -0.10 -1.32 -0.91 0.151
H 1.3166 1.5913 -1.3251 0.63 -0.52 0.41 0.083
H -0.6906 -0.2669 1.1397 0.65 -0.05 -0.29 0.115
H 1.4488 -2.8592 0.7171 0.62 -1.39 -2.12 0.076
C -1.9555 1.5163 -0.7714 0.64 -0.99 2.01 -0.435
H 0.5846 -1.3800 -0.8453 0.09 1.53 -0.32 0.172
N 1.5057 -0.7036 0.8751 -1.88 1.24 -0.71 -0.062
H -1.0551 1.8634 -3.8993 0.30 0.72 -0.04 0.116
H -1.8816 1.6455 0.3322 -0.22 0.26 -1.08 0.069
C 1.3874 -2.1005 1.4027 1.25 2.81 2.34 0.043
C 1.7385 0.5680 -1.3474 1.97 0.30 0.20 -0.035
H -0.6765 3.0236 -1.4195 0.79 0.87 -0.23 0.106
C 0.2366 0.1802 0.7582 1.04 -0.76 -0.85 -0.007
H 2.2167 -0.0197 1.1410 0.54 -1.20 0.30 0.179
C -2.3183 0.5898 -2.9388 -0.52 -1.13 0.53 -0.372
S -2.7741 0.0635 -1.3109 0.44 2.41 -1.50 0.967
C 0.9619 -0.3763 -0.5112 -1.44 -0.37 3.00 -0.211
H 2.1865 -2.1028 2.1331 0.19 -0.79 0.11 0.112
```
Positions in Å, forces in eV/Å.

Spin multiplicity: 1
LUMO: -2.93 eV
Orbital gap: 8.87 eV
Energy relative to the best compared isomer or geometry (same formula, charge and spin): 2.845 eV
HOMO: -11.81 eV
Total charge: +1